No. 1
Formula: C3H8N4O
Source: the OMol25 dataset
Level of theory: ωB97M-V/def2-TZVPD

Its charge is 0. As for the SMILES: CN1NN(O)C=C1N. The calculation puts the energy above the lowest of the compared OMol25 structures with the same formula, charge and spin at 678.3 kJ/mol. The lowest unoccupied orbital energy comes out at 0.82 eV. The calculation puts the HOMO energy at -8.65 eV. The value obtained for the HOMO-LUMO gap is 9.5 eV.

XYZ file:
```
16
Properties=species:S:1:pos:R:3:nbo_charge:R:1
C -1.072 1.491 0.622 -0.43
N -0.687 0.132 0.294 -0.30
N -1.190 -0.258 -0.916 -0.29
N -0.573 -1.345 -1.437 0.05
O -0.871 -2.461 -0.643 -0.56
C 1.161 -0.940 -1.002 -0.29
C 1.093 -0.163 0.007 0.25
N 1.821 0.488 0.967 -0.83
H -2.129 1.524 0.895 0.22
H -0.491 1.823 1.479 0.21
H -0.895 2.193 -0.206 0.17
H -1.218 0.475 -1.629 0.34
H -0.837 -2.164 0.284 0.46
H 1.775 -1.530 -1.643 0.24
H 2.763 0.140 1.077 0.39
H 1.349 0.596 1.853 0.39
```

---

No. 2
Formula: C5H12O
Source: the OMol25 dataset
Level of theory: ωB97M-V/def2-TZVPD

Its charge is 0. As for the SMILES: CC(C)CCO. The calculation puts the energy above the lowest of the compared OMol25 structures with the same formula, charge and spin at 26.5 kJ/mol. The lowest unoccupied orbital energy comes out at 1.00 eV. The calculation puts the HOMO energy at -10.25 eV. The value obtained for the HOMO-LUMO gap is 11.3 eV.

XYZ file:
```
18
Properties=species:S:1:pos:R:3:nbo_charge:R:1
C 1.952 0.410 -0.046 -0.60
C 0.522 0.189 -0.543 -0.23
C 0.004 1.427 -1.274 -0.60
C -0.403 -0.227 0.613 -0.41
C -0.386 -1.730 0.839 -0.06
O -1.040 -2.317 -0.275 -0.73
H 2.315 -0.439 0.547 0.20
H 1.999 1.303 0.592 0.20
H 2.649 0.557 -0.878 0.21
H 0.521 -0.643 -1.260 0.21
H 0.004 2.306 -0.617 0.20
H -1.021 1.270 -1.629 0.21
H 0.629 1.660 -2.145 0.21
H -0.121 0.294 1.539 0.20
H -1.442 0.051 0.393 0.21
H -0.900 -1.988 1.777 0.16
H 0.653 -2.089 0.921 0.16
H -0.794 -3.245 -0.326 0.47
```

---

No. 3
Formula: C24H25FO5
Source: the OMol25 dataset
Level of theory: ωB97M-V/def2-TZVPD

Its charge is 0. As for the SMILES: CCCc1cccc2c1C(=O)c1c(ccc(CC(=O)F)c1COCCOCC)C2=O. The lowest unoccupied orbital energy comes out at -1.98 eV. The calculation puts the HOMO energy at -8.92 eV. The value obtained for the HOMO-LUMO gap is 6.9 eV.

XYZ file:
```
55
Properties=species:S:1:pos:R:3:nbo_charge:R:1
C 3.335 -3.017 3.332 -0.64
C 2.936 -4.120 2.186 -0.40
C 1.486 -3.876 1.460 -0.46
C 0.458 -2.892 2.274 0.05
C -0.527 -3.598 3.416 -0.22
C -1.633 -2.733 4.322 -0.21
C -1.730 -1.124 4.013 -0.19
C -0.746 -0.434 2.889 -0.10
C 0.379 -1.279 1.990 -0.12
C 1.345 -0.459 0.900 0.53
O 2.566 -0.947 0.670 -0.54
C 0.697 0.905 0.260 -0.10
C -0.436 1.749 1.155 -0.08
C -1.167 3.130 0.639 -0.18
C -0.752 3.770 -0.812 -0.22
C 0.375 2.975 -1.704 0.00
C 0.828 3.615 -3.159 -0.56
C 0.207 5.104 -3.465 0.86
O -1.045 5.210 -3.927 -0.53
F 0.961 6.385 -3.254 -0.36
C 1.081 1.548 -1.198 0.03
C 2.156 0.835 -2.210 -0.13
O 1.466 0.476 -3.494 -0.57
C 0.393 -0.504 -3.245 -0.10
C -1.108 0.147 -3.413 -0.10
O -1.756 0.087 -2.092 -0.57
C -3.039 0.806 -2.069 -0.08
C -3.717 0.585 -0.558 -0.65
C -0.920 1.189 2.651 0.51
O -1.461 1.995 3.598 -0.54
H 2.642 -3.083 4.277 0.21
H 3.330 -1.903 2.977 0.23
H 4.448 -3.256 3.666 0.22
H 3.755 -4.058 1.335 0.22
H 2.929 -5.177 2.723 0.21
H 1.594 -3.452 0.375 0.24
H 0.951 -4.940 1.400 0.22
H -0.446 -4.756 3.625 0.24
H -2.326 -3.269 5.133 0.25
H -2.524 -0.494 4.639 0.27
H -1.993 3.701 1.266 0.27
H -1.306 4.769 -1.145 0.27
H 2.011 3.758 -3.090 0.25
H 0.645 2.905 -4.074 0.30
H 2.948 1.659 -2.514 0.22
H 2.627 -0.162 -1.818 0.24
H 0.507 -1.383 -4.016 0.20
H 0.504 -1.007 -2.168 0.20
H -1.710 -0.515 -4.194 0.18
H -1.054 1.225 -3.866 0.19
H -3.796 0.470 -2.923 0.18
H -2.893 1.979 -2.174 0.18
H -3.745 1.578 0.062 0.22
H -2.989 -0.156 0.002 0.23
H -4.749 0.037 -0.654 0.22
```

---

No. 4
Formula: Cl2H3PSi
Source: the OMol25 dataset
Level of theory: ωB97M-V/def2-TZVPD

Its charge is 0. The calculation puts the energy above the lowest of the compared OMol25 structures with the same formula, charge and spin at 287.6 kJ/mol. The lowest unoccupied orbital energy comes out at -1.68 eV. The calculation puts the HOMO energy at -9.42 eV. The value obtained for the HOMO-LUMO gap is 7.7 eV.

XYZ file:
```
7
Properties=species:S:1:pos:R:3:nbo_charge:R:1
Si 0.619 -0.355 0.502 1.07
P -1.053 -0.088 -0.988 -0.01
Cl 0.948 2.527 -0.509 -0.63
Cl 2.398 -1.154 -0.166 -0.34
H 0.782 -0.396 2.027 -0.12
H -1.718 0.635 0.023 0.03
H -1.974 -1.168 -0.890 0.00
```

---

No. 5
Formula: C4H10N2
Source: the OMol25 dataset
Level of theory: ωB97M-V/def2-TZVPD

Its charge is 0. As for the SMILES: CC[C@@H]1CN1N. The calculation puts the energy above the lowest of the compared OMol25 structures with the same formula, charge and spin at 340.1 kJ/mol. The lowest unoccupied orbital energy comes out at 1.22 eV. The calculation puts the HOMO energy at -8.41 eV. The value obtained for the HOMO-LUMO gap is 9.6 eV.

XYZ file:
```
16
Properties=species:S:1:pos:R:3:nbo_charge:R:1
C 1.289 -0.873 1.218 -0.59
C 0.325 0.345 1.228 -0.42
C -0.326 0.791 -0.107 -0.09
C -1.440 0.231 -0.891 -0.28
N -0.119 -0.211 -1.407 -0.26
N 0.314 0.593 -2.568 -0.70
H 2.319 -0.830 0.716 0.21
H 0.826 -1.692 0.771 0.21
H 1.383 -1.026 2.273 0.20
H 1.036 1.205 1.407 0.22
H -0.437 0.147 2.007 0.21
H -0.202 1.714 -0.571 0.21
H -1.979 -0.627 -0.525 0.20
H -2.055 0.904 -1.388 0.19
H -0.490 0.584 -3.203 0.33
H 1.040 0.115 -3.155 0.36
```

---

No. 6
Formula: C7H15N3S
Source: the OMol25 dataset
Level of theory: ωB97M-V/def2-TZVPD

Its charge is +2. The calculation puts the energy above the lowest of the compared OMol25 structures with the same formula, charge and spin at 0.0 kJ/mol. The lowest unoccupied orbital energy comes out at -6.15 eV. The calculation puts the HOMO energy at -13.90 eV. The value obtained for the HOMO-LUMO gap is 7.7 eV.

XYZ file:
```
26
Properties=species:S:1:pos:R:3:nbo_charge:R:1
C -2.110 -2.297 1.940 -0.02
C -3.252 -2.984 2.223 -0.37
C 0.076 -0.410 1.301 -0.46
C 0.947 -1.268 0.316 -0.23
C -0.993 -0.967 -0.749 -0.21
C -1.329 -0.283 0.648 -0.09
C -3.638 -0.752 1.370 -0.17
N -2.249 -1.076 1.393 -0.27
N 0.023 -1.879 -0.525 -0.63
N 5.189 5.307 -3.479 -0.88
S -4.650 -1.902 1.943 0.67
H -1.143 -2.606 2.276 0.26
H -3.514 -3.963 2.590 0.29
H 0.137 -0.816 2.295 0.23
H 0.704 0.618 1.353 0.25
H 1.609 -0.574 -0.249 0.19
H 1.775 -1.950 0.780 0.24
H -1.885 -1.389 -1.326 0.23
H -0.577 -0.101 -1.284 0.20
H -1.981 0.529 0.371 0.24
H -3.978 0.186 0.972 0.27
H 6.138 5.256 -3.945 0.47
H -0.194 -2.863 -0.240 0.39
H 4.423 5.171 -4.065 0.45
H 5.337 6.338 -3.281 0.47
H 5.135 4.676 -2.628 0.48
```